187
Properties=species:S:1:pos:R:3 method="wB97M-V/def2-TZVPD" total_energy_ev=-86491.7284 charge=0 homo_energy_ev=-8.58 homo_lumo_gap_ev=9.186
C 0.34 3.63 3.88
C 1.22 4.64 4.62
C 0.57 6.04 4.70
O 0.24 6.52 3.39
C 1.37 7.16 2.79
N 1.40 4.14 5.98
H 0.03 4.07 2.93
H -0.49 3.33 4.52
H 0.95 2.75 3.69
H 2.19 4.71 4.13
H 1.22 6.75 5.22
H -0.40 5.91 5.17
H 1.72 7.95 3.47
H 1.04 7.65 1.88
H 2.11 6.39 2.54
H 1.66 3.16 5.93
H 2.13 4.58 6.52
C -3.10 -3.10 0.68
C -3.67 -2.71 2.05
C -2.98 -1.56 2.76
O -1.58 -1.65 2.67
C -0.97 -0.45 3.11
N -5.11 -2.43 1.88
H -3.60 -4.01 0.33
H -2.03 -3.26 0.73
H -3.23 -2.31 -0.06
H -3.50 -3.66 2.58
H -3.40 -1.47 3.76
H -3.27 -0.66 2.19
H -1.48 0.44 2.74
H 0.07 -0.50 2.77
H -0.91 -0.45 4.20
H -5.59 -2.45 2.78
H -5.48 -3.25 1.40
C -0.17 -1.54 -4.94
C -0.04 -2.36 -6.20
C -1.24 -2.30 -7.15
O -2.47 -2.41 -6.46
C -2.73 -3.75 -6.11
N 1.23 -1.99 -6.87
H -0.48 -0.52 -5.21
H 0.71 -1.67 -4.32
H -1.00 -1.94 -4.36
H 0.07 -3.41 -5.89
H -1.15 -3.10 -7.89
H -1.20 -1.36 -7.71
H -3.77 -3.95 -5.79
H -2.18 -4.05 -5.21
H -2.74 -4.40 -6.99
H 1.52 -2.67 -7.56
H 1.10 -1.12 -7.37
C 6.96 5.32 4.18
C 5.88 5.87 3.27
C 5.01 4.85 2.56
O 4.24 5.53 1.58
C 3.40 4.61 0.90
N 5.01 6.89 3.93
H 6.50 4.90 5.08
H 7.60 6.14 4.51
H 7.49 4.53 3.64
H 6.35 6.41 2.43
H 4.40 4.29 3.27
H 5.66 4.11 2.08
H 2.71 4.13 1.60
H 3.97 3.88 0.32
H 2.82 5.18 0.17
H 5.38 7.83 3.79
H 4.23 6.95 3.27
C 4.83 2.35 -0.66
C 3.44 1.73 -0.58
C 2.94 1.12 -1.89
O 2.82 2.17 -2.84
C 2.66 1.72 -4.16
N 3.29 0.83 0.54
H 5.00 2.86 0.30
H 4.84 3.13 -1.42
H 5.63 1.63 -0.85
H 2.77 2.60 -0.48
H 1.95 0.68 -1.78
H 3.62 0.34 -2.25
H 3.57 1.20 -4.49
H 2.59 2.61 -4.79
H 1.82 1.07 -4.39
H 3.71 1.20 1.38
H 2.31 0.64 0.70
C 3.21 2.33 4.56
C 4.62 2.66 4.04
C 5.65 3.04 5.07
O 5.24 4.26 5.71
C 6.22 4.65 6.64
N 5.03 1.44 3.34
H 2.54 2.06 3.75
H 2.78 3.21 5.05
H 3.27 1.52 5.29
H 4.55 3.50 3.35
H 6.59 3.29 4.56
H 5.82 2.27 5.82
H 6.00 5.69 6.94
H 7.25 4.76 6.30
H 6.15 4.12 7.59
H 5.90 1.51 2.84
H 5.05 0.57 3.85
C -3.28 -7.22 -4.45
C -2.21 -7.88 -3.58
C -1.62 -6.90 -2.57
O -0.72 -6.03 -3.20
C -0.04 -5.20 -2.29
N -2.72 -9.05 -2.89
H -4.04 -6.70 -3.88
H -3.68 -7.93 -5.18
H -2.80 -6.50 -5.13
H -1.42 -8.25 -4.24
H -1.10 -7.48 -1.79
H -2.41 -6.34 -2.04
H 0.60 -4.48 -2.81
H 0.69 -5.75 -1.68
H -0.75 -4.64 -1.68
H -3.48 -8.85 -2.25
H -3.03 -9.78 -3.51
C -0.11 3.40 -3.20
C -1.44 3.96 -2.68
C -1.22 5.18 -1.80
O -0.44 4.76 -0.70
C -0.31 5.73 0.34
N -2.24 4.25 -3.86
H 0.57 3.19 -2.37
H 0.34 4.18 -3.82
H -0.14 2.42 -3.67
H -1.89 3.25 -1.97
H -2.21 5.51 -1.45
H -0.76 6.04 -2.29
H -1.31 5.91 0.76
H 0.11 6.62 -0.13
H 0.30 5.21 1.07
H -2.22 3.48 -4.52
H -3.24 4.40 -3.76
C -6.85 0.00 -2.29
C -6.39 -1.09 -1.36
C -5.81 -2.30 -2.08
O -6.81 -2.98 -2.82
C -6.28 -4.17 -3.37
N -5.28 -0.58 -0.52
H -7.71 -0.40 -2.84
H -6.12 0.28 -3.06
H -7.22 0.91 -1.81
H -7.20 -1.41 -0.68
H -5.43 -2.95 -1.29
H -5.01 -2.02 -2.78
H -7.01 -4.71 -3.97
H -5.84 -4.77 -2.57
H -5.47 -3.95 -4.08
H -5.69 0.23 -0.05
H -5.13 -1.23 0.27
C -1.99 -8.29 0.75
C -1.93 -7.37 1.94
C -1.01 -6.17 1.81
O 0.15 -6.44 1.04
C 1.11 -5.39 1.16
N -3.29 -6.93 2.33
H -1.01 -8.60 0.42
H -2.47 -7.86 -0.14
H -2.65 -9.13 0.97
H -1.46 -7.96 2.75
H -0.80 -5.77 2.81
H -1.54 -5.39 1.24
H 2.02 -5.79 0.73
H 1.30 -5.11 2.20
H 0.78 -4.49 0.64
H -3.81 -7.76 2.60
H -3.15 -6.41 3.20
C 0.02 -1.51 -1.13
C -1.14 -0.59 -0.81
C -0.72 0.88 -0.67
O 0.24 1.00 0.37
C 0.21 2.33 0.87
N -2.10 -0.77 -1.92
H 0.43 -1.27 -2.11
H -0.41 -2.51 -1.18
H 0.76 -1.52 -0.32
H -1.62 -0.87 0.13
H -1.64 1.47 -0.55
H -0.25 1.28 -1.58
H -0.65 2.52 1.53
H 0.28 3.03 0.04
H 1.04 2.43 1.57
H -2.95 -0.24 -1.75
H -2.40 -1.74 -1.94

---

10
Properties=species:S:1:pos:R:3 method="wB97M-V/def2-TZVPD" total_energy_ev=-215329.5098 charge=0 homo_energy_ev=-9.26 homo_lumo_gap_ev=8.164
C 1.37 0.57 -0.41
C 1.16 -0.55 0.55
C -2.97 -0.05 0.40
O 0.19 0.43 0.35
Br -2.57 -0.90 -1.18
Br -2.76 1.87 0.21
Br 0.68 -2.30 -0.19
H 2.02 1.30 0.00
H 1.35 0.32 -1.42
H 1.53 -0.69 1.68

---

91
Properties=species:S:1:pos:R:3 method="wB97M-V/def2-TZVPD" total_energy_ev=-64090.6246 charge=0 homo_energy_ev=-9.24 homo_lumo_gap_ev=8.558
O -0.91 -1.66 0.83
C -1.60 -2.13 -0.02
O -1.73 -3.51 -0.15
C -2.43 -1.31 -0.98
C -3.86 -1.76 -0.78
C -4.52 -1.28 0.40
C -5.79 -1.65 0.67
C -6.43 -2.54 -0.23
N -7.67 -3.03 -0.09
S -7.95 -3.97 -1.32
N -6.55 -3.86 -2.14
C -5.80 -3.04 -1.40
C -4.47 -2.61 -1.65
H -2.58 -3.73 0.26
H -2.38 -0.26 -0.76
H -2.11 -1.46 -2.01
H -3.97 -0.61 1.04
H -6.28 -1.27 1.55
H -3.89 -2.93 -2.51
C -0.52 2.69 -0.40
O -0.87 1.47 -1.05
H -0.58 3.49 -1.13
H -1.21 2.90 0.42
H 0.50 2.64 -0.01
H -0.80 0.77 -0.38
C 0.69 -1.83 3.63
O 0.82 -1.52 5.02
H 0.97 -0.95 3.06
H 1.35 -2.66 3.36
H -0.34 -2.10 3.39
H 0.57 -2.31 5.52
C -0.69 1.37 6.11
O -1.66 0.32 6.02
H -1.17 2.24 6.55
H 0.14 1.05 6.74
H -0.32 1.62 5.12
H -1.21 -0.44 5.63
C -3.73 -7.02 -2.69
O -3.79 -6.05 -1.66
H -2.88 -7.66 -2.49
H -4.64 -7.63 -2.71
H -3.59 -6.54 -3.67
H -4.52 -5.44 -1.83
C 2.31 3.81 3.94
O 1.34 2.77 3.85
H 1.82 4.68 4.38
H 3.14 3.51 4.58
H 2.69 4.08 2.95
H 1.78 2.00 3.46
C 3.64 -1.19 0.80
O 3.76 -0.90 2.19
H 3.91 -0.31 0.24
H 4.30 -2.01 0.51
H 2.61 -1.46 0.55
H 3.52 -1.70 2.67
C -0.65 -4.18 -4.06
O -1.43 -3.37 -3.19
H -1.06 -4.09 -5.06
H 0.39 -3.84 -4.08
H -0.68 -5.23 -3.75
H -1.06 -3.45 -2.30
C 6.13 0.19 -1.78
O 5.16 -0.84 -1.90
H 5.67 1.05 -1.29
H 6.98 -0.15 -1.17
H 6.49 0.50 -2.76
H 5.58 -1.58 -2.34
C -4.27 0.16 8.64
O -4.22 -0.13 7.25
H -5.16 -0.31 9.05
H -3.39 -0.25 9.15
H -4.32 1.23 8.82
H -3.43 0.28 6.89
C -0.24 6.08 -3.37
O -1.08 6.02 -2.21
H 0.58 5.38 -3.23
H -0.81 5.81 -4.26
H 0.17 7.08 -3.49
H -1.79 6.65 -2.34
C 2.74 8.16 -5.13
O 1.71 7.18 -5.21
H 2.32 9.04 -4.65
H 3.57 7.79 -4.53
H 3.09 8.43 -6.13
H 2.08 6.40 -5.64
C 9.14 0.44 -4.84
O 8.16 -0.59 -4.97
H 8.67 1.29 -4.35
H 9.98 0.10 -4.23
H 9.49 0.75 -5.83
H 8.60 -1.33 -5.40

---

128
Properties=species:S:1:pos:R:3 method="wB97M-V/def2-TZVPD" smiles=c1cc[nH]c1.c1cc[nH]c1.c1cc[nH]c1.c1cc[nH]c1.CCN(CC)CC.CCN(CC)CC.CCN(CC)CC.CCN(CC)CC total_energy_ev=-54693.0158 charge=0 homo_energy_ev=-7.70 homo_lumo_gap_ev=8.347
C -3.04 2.09 -1.43
C -4.34 2.90 -1.07
N -4.19 4.39 -0.92
C -3.08 4.74 -0.04
C -3.24 4.19 1.35
C -4.22 5.15 -2.13
C -4.10 6.63 -1.92
H -2.64 2.56 -2.33
H -3.14 1.04 -1.71
H -2.41 2.12 -0.54
H -5.14 2.79 -1.79
H -4.78 2.45 -0.18
H -2.15 4.38 -0.50
H -2.99 5.80 0.17
H -4.15 4.64 1.73
H -3.18 3.10 1.36
H -2.47 4.40 2.10
H -5.09 4.75 -2.65
H -3.47 4.96 -2.90
H -3.08 6.83 -1.60
H -4.78 6.93 -1.12
H -4.48 7.27 -2.72
C 3.54 -4.51 -0.24
C 4.88 -3.97 -0.73
N 6.07 -4.47 0.01
C 7.21 -3.57 -0.35
C 8.59 -4.08 0.24
C 6.24 -5.94 -0.10
C 6.09 -6.54 -1.51
H 3.42 -4.03 0.73
H 3.44 -5.58 -0.02
H 2.61 -4.35 -0.79
H 4.95 -4.27 -1.77
H 4.89 -2.88 -0.72
H 7.38 -3.52 -1.43
H 6.95 -2.58 0.01
H 8.50 -4.31 1.30
H 9.01 -4.96 -0.23
H 9.38 -3.33 0.16
H 5.61 -6.42 0.65
H 7.24 -6.18 0.28
H 6.30 -7.61 -1.43
H 6.86 -6.19 -2.19
H 5.08 -6.40 -1.91
C -3.94 -2.46 -3.59
C -5.39 -2.21 -3.07
N -5.53 -1.58 -1.74
C -5.51 -2.52 -0.61
C -5.44 -1.88 0.80
C -6.67 -0.64 -1.67
C -8.06 -1.25 -1.89
H -3.46 -3.38 -3.24
H -3.26 -1.63 -3.41
H -3.84 -2.43 -4.68
H -5.76 -1.38 -3.67
H -6.07 -3.04 -3.26
H -6.33 -3.23 -0.64
H -4.59 -3.07 -0.82
H -4.64 -1.15 0.93
H -6.46 -1.57 1.02
H -5.21 -2.69 1.49
H -6.55 0.23 -2.32
H -6.60 -0.22 -0.66
H -8.82 -0.55 -1.54
H -8.21 -2.08 -1.20
H -8.23 -1.61 -2.91
C 1.17 2.20 -0.32
C 2.15 3.32 -0.80
N 3.54 2.85 -0.90
C 4.07 2.50 0.43
C 5.39 1.82 0.34
C 4.33 3.80 -1.64
C 4.84 5.05 -0.79
H 1.30 1.76 0.67
H 1.11 1.34 -0.99
H 0.15 2.57 -0.24
H 1.72 3.81 -1.68
H 2.09 4.16 -0.11
H 3.35 1.84 0.91
H 3.90 3.39 1.04
H 5.61 1.50 1.35
H 6.23 2.40 -0.05
H 5.27 0.91 -0.25
H 5.18 3.29 -2.08
H 3.71 4.26 -2.40
H 5.20 5.73 -1.57
H 4.13 5.61 -0.20
H 5.59 4.81 -0.04
N -1.50 -1.35 2.16
C -1.43 -0.68 0.92
C -0.11 -0.96 0.30
C 0.48 -1.75 1.20
C -0.31 -2.00 2.30
H -2.34 -1.52 2.69
H -2.28 -0.09 0.61
H 0.33 -0.69 -0.65
H 1.51 -2.09 1.21
H -0.13 -2.59 3.19
N -0.55 1.23 3.88
C -0.35 1.29 5.25
C -0.84 2.48 5.72
C -1.44 3.16 4.62
C -1.32 2.35 3.51
H -0.41 0.44 3.27
H 0.17 0.50 5.77
H -0.85 2.87 6.73
H -1.88 4.15 4.57
H -1.54 2.33 2.45
N 4.18 0.65 -2.65
C 4.94 0.51 -3.78
C 4.49 -0.57 -4.51
C 3.29 -1.04 -3.91
C 3.32 -0.35 -2.70
H 4.29 1.30 -1.88
H 5.76 1.18 -3.99
H 4.83 -0.98 -5.45
H 2.62 -1.83 -4.23
H 2.69 -0.46 -1.83
N -2.18 -1.77 5.56
C -2.51 -3.11 5.53
C -3.60 -3.28 4.68
C -4.00 -1.99 4.25
C -3.06 -1.09 4.76
H -1.56 -1.40 6.26
H -2.08 -3.83 6.21
H -4.11 -4.22 4.48
H -4.87 -1.77 3.63
H -3.20 -0.01 4.73

---

18
Properties=species:S:1:pos:R:3 method="wB97M-V/def2-TZVPD" total_energy_ev=-9901.7608 s2=0.771 charge=+1 homo_energy_ev="-14.63 / -14.63" homo_lumo_gap_ev="10.336 / 5.036" spin_multiplicity=2
C -0.79 0.90 -1.32
N -1.08 -0.41 -1.37
C -0.65 -0.76 1.10
C -0.55 -1.31 -0.33
C 0.96 -1.66 -0.60
O 0.14 1.43 -0.75
H -1.54 1.51 -1.86
H -2.00 -0.68 -1.69
H 0.14 -0.03 1.29
H -0.20 -1.51 1.75
H -1.67 -0.53 1.42
H -1.07 -2.25 -0.39
H 0.97 -2.18 -1.56
H 1.62 -0.80 -0.69
H 1.32 -2.27 0.22
H 1.82 1.44 1.68
H 1.79 2.43 2.78
O 1.57 1.51 2.62

---

9
Properties=species:S:1:pos:R:3 method="wB97M-V/def2-TZVPD" total_energy_ev=-32278.5845 charge=0 homo_energy_ev="-7.69 / -8.95" homo_lumo_gap_ev="6.480 / 9.008"
C -1.64 -1.79 0.43
C -0.52 -1.26 -0.04
C -0.20 2.28 -0.41
O -2.58 -2.41 0.68
O -0.23 -0.24 -0.63
Cl -1.85 2.09 -0.66
Cl 0.34 2.63 1.12
H 0.59 2.49 -1.15
H 0.27 -2.01 0.35

---

10
Properties=species:S:1:pos:R:3 method="wB97M-V/def2-TZVPD" smiles=C1N[NH2+]N1 total_energy_ev=-5593.8101 charge=+1 homo_energy_ev=-15.22 homo_lumo_gap_ev=11.180
C 0.99 0.07 -0.06
N -0.02 -1.00 0.07
N -0.01 1.07 -0.08
N -1.06 0.02 -0.07
H 1.69 -0.02 0.85
H 1.59 -0.07 -1.02
H 0.11 -1.87 -0.41
H 0.09 1.51 0.83
H -1.72 0.17 -0.88
H -1.68 0.12 0.76